The following is a DFT calculation (ωB97M-V/def2-TZVPD) of C25H30N3O9Pb as an isolated structure.

Geometry as ORCA input:
```
! wB97M-V def2-TZVPD RIJCOSX def2/J DEFGRID3
* xyz 1 1
O 1.5374 0.5617 -2.6423
C 1.5096 1.8852 -3.3005
C 1.7857 1.3321 -4.6894
H 2.3069 2.5058 -2.8755
H 0.5260 2.3614 -3.1942
C 1.8306 -0.0354 -3.9923
H 2.7438 1.6462 -5.1052
H 0.9612 1.4588 -5.3951
C 3.2112 -0.6530 -4.0463
H 3.9610 0.0715 -3.7205
H 3.4409 -0.9339 -5.0829
H 3.2699 -1.5582 -3.4319
C 0.7744 -1.0132 -4.4556
H -0.1671 -0.5056 -4.7085
H 0.5757 -1.8069 -3.7179
H 1.1140 -1.5107 -5.3736
Pb 1.2976 0.6238 -0.2010
C -3.0747 -0.9439 2.5353
C -3.0657 0.4475 2.8609
C -3.1729 1.1858 1.6496
H -3.0108 0.8780 3.8541
C -3.2256 0.2557 0.5688
C -3.2056 -1.0649 1.1199
H -3.2900 -1.9938 0.5597
H -3.0621 -1.7790 3.2288
H -3.2304 2.2717 1.5614
H -3.2841 0.5134 -0.4855
C 1.7897 -1.8779 1.5293
C 0.6077 -2.1295 0.7890
C 0.9448 -2.1715 -0.5962
H -0.3743 -2.3289 1.2127
C 2.3586 -1.9399 -0.6979
C 2.8702 -1.7378 0.6218
H 3.9159 -1.5719 0.8919
H 1.8698 -1.8843 2.6144
H 0.2578 -2.4028 -1.4132
H 2.9585 -2.0275 -1.6025
O -2.3291 -1.7036 -2.7379
C -3.6990 -1.6314 -3.1855
C -4.1181 -0.1585 -3.3644
H -4.3270 -2.1273 -2.4241
H -3.7762 -2.1782 -4.1393
C -2.8646 0.6729 -3.0016
H -4.9634 0.0828 -2.7128
H -4.4157 0.0158 -4.4021
C -1.8677 -0.3548 -2.4431
H -3.0826 1.4542 -2.2668
H -2.4357 1.1262 -3.9085
H -1.7491 -0.2491 -1.3515
H -0.8538 -0.2284 -2.8626
O 1.0721 2.0693 8.1266
N 1.8464 2.3329 7.1845
O 2.8273 3.0936 7.3023
C 1.5794 1.7473 5.8899
C 0.4663 0.9079 5.7437
C 0.2007 0.3787 4.4943
C 0.8383 0.8649 3.2924
O 0.2749 0.7045 2.1667
C 2.1088 1.5564 3.5283
C 2.4241 2.0233 4.8055
N 3.1286 1.7448 2.5448
O 4.1818 2.2898 2.8996
O 3.0020 1.3402 1.3251
N -0.7199 -0.7427 4.3763
O -1.6751 -0.7852 5.1847
O -0.5123 -1.6149 3.5174
H -0.1480 0.6357 6.5974
H 3.3306 2.6046 4.9508
*
```

* orbital gap (alpha / beta): 0.14578 / 0.21432 Ha
* energy: -2004.17271 Ha
* LUMO (alpha / beta): -6.4373 / -4.4783 eV